(1)
9
Properties=species:S:1:pos:R:3 method="wB97M-V/def2-TZVPD" spin_multiplicity=3 orbital_gap_ev="9.60 / 8.70" charge=+1 s_squared=2.0095 homo_energy_ev="-13.801 / -15.879" lumo_energy_ev="-4.206 / -7.178"
O 0.0325 -1.3050 0.7020
O 0.6894 1.7576 -1.5080
C -1.0266 -1.3397 0.0606
C -1.8732 -0.2065 -0.0848
C 1.2723 1.0546 -0.8450
H -1.3289 -2.2338 -0.5121
H -2.7578 -0.1684 -0.7222
F -1.6346 0.8654 0.6265
Hg 2.0759 -0.6805 0.8920

---

(2)
31
Properties=species:S:1:pos:R:3 method="wB97M-V/def2-TZVPD" orbital_gap_ev=10.27 smiles="CCCCC[P@](=O)(OCC)C(N)=O" homo_energy_ev=-9.380 lumo_energy_ev=0.893
C 2.6335 -2.3066 -3.2907
C 1.3340 -1.9347 -2.6331
C 1.5085 -1.2236 -1.2440
C 0.2567 -0.6407 -0.6475
C 0.5660 0.1867 0.5984
P -0.8084 1.2712 0.7644
O -1.4806 1.7418 -0.4384
O -0.1083 2.3563 1.6504
C -0.5812 2.7739 2.9136
C -0.0950 1.8246 3.9891
C -2.2181 0.2772 1.7994
N -3.4328 0.7540 1.2960
O -2.0536 -0.4605 2.7504
H 2.9324 -1.3966 -3.7216
H 3.4027 -2.5798 -2.6714
H 2.6660 -3.1523 -3.9945
H 0.7453 -2.7900 -2.2817
H 0.7724 -1.2723 -3.2173
H 1.9024 -1.9961 -0.4306
H 2.3477 -0.4923 -1.3605
H -0.4350 -1.5467 -0.6101
H -0.1422 0.0759 -1.4020
H 0.7317 -0.5063 1.3823
H 1.3922 0.7969 0.2900
H -0.1088 3.7096 3.1213
H -1.6827 2.8354 2.8818
H -0.5787 0.8070 4.0696
H 0.9187 1.5848 3.8987
H -0.3669 2.1908 4.8886
H -4.2919 0.7577 1.8244
H -3.3157 1.4940 0.6184

---

(3)
14
Properties=species:S:1:pos:R:3 method="wB97M-V/def2-TZVPD" orbital_gap_ev=9.36 homo_energy_ev=-9.767 lumo_energy_ev=-0.410
C -0.1877 0.3214 -0.3429
C 0.4417 -0.9925 -0.0482
C -1.6557 0.3649 -0.3872
H 1.5509 1.6642 -0.2168
H 1.2444 0.4566 1.7313
H -0.0680 0.6880 -1.3071
H 0.1898 -1.9048 -0.6352
H 0.0907 -1.3428 0.9114
H 2.1724 -0.2872 0.8097
H -2.0521 -0.1162 -1.2639
H -2.1208 1.4074 -0.2578
N 0.4469 1.2149 0.6009
O 1.9759 -0.6640 -0.1693
F -2.0284 -0.8099 0.5751

---

(4)
17
Properties=species:S:1:pos:R:3 method="wB97M-V/def2-TZVPD" orbital_gap_ev=10.00 smiles=NCCCCS homo_energy_ev=-9.030 lumo_energy_ev=0.970
N -1.0914 -1.1352 2.0922
C 0.1104 -0.9123 1.2536
C -0.2048 -0.6737 -0.2264
C -0.4028 0.8046 -0.5970
C 0.9441 1.4713 -0.8270
S 1.4511 1.3101 -2.5700
H -1.5105 -2.0114 1.8327
H -1.7366 -0.3588 1.9946
H 0.5916 -0.0445 1.7099
H 0.7285 -1.7972 1.3935
H 0.5749 -1.1323 -0.8417
H -1.1074 -1.2669 -0.4186
H -0.9436 1.3413 0.2022
H -1.1186 0.8421 -1.4116
H 1.6276 1.0083 -0.1144
H 0.9402 2.5538 -0.7016
H 1.1473 0.0010 -2.7706

---

(5)
22
Properties=species:S:1:pos:R:3 method="wB97M-V/def2-TZVPD" orbital_gap_ev=9.35 smiles=CN[C@H](C)CNCO homo_energy_ev=-8.408 lumo_energy_ev=0.945
C -1.6880 1.2612 -0.6083
N -1.3671 0.0738 0.2186
C -0.5480 -0.9638 -0.4850
C -1.0119 -2.2783 0.2494
C 0.9340 -0.7648 -0.1930
N 1.4374 0.5462 -0.6021
C 1.9967 1.5246 0.2980
O 1.2554 1.6514 1.5359
H -2.7777 1.3375 -0.5924
H -1.2476 1.0970 -1.6048
H -1.2497 2.1867 -0.2079
H -1.0001 0.2888 1.1328
H -1.0095 -1.0249 -1.4653
H -2.0879 -2.3323 0.0090
H -0.6290 -2.2724 1.2830
H -0.5571 -3.2312 -0.0308
H 1.4958 -1.5435 -0.7644
H 0.9787 -0.8707 0.9073
H 0.8606 0.8428 -1.3691
H 2.0559 2.5198 -0.1424
H 2.9942 1.1967 0.5786
H 1.1650 0.7553 1.8531

---

(6)
14
Properties=species:S:1:pos:R:3 method="wB97M-V/def2-TZVPD" orbital_gap_ev="7.82 / 7.41" homo_energy_ev="-8.057 / -7.603" lumo_energy_ev="-0.236 / -0.192"
C 2.4859 0.0550 0.2108
N 1.2145 -0.2420 0.5687
C 0.2662 0.5707 -0.1361
C -0.9540 -0.2246 0.0957
C -2.3261 0.0125 -0.4370
N -0.6642 -1.2018 0.9229
N 0.6649 -1.2442 1.2185
H 2.7390 -0.1600 -0.8246
H 3.3126 -0.1804 0.8495
H 1.0937 0.8004 -0.9780
H 0.2217 1.6009 0.2364
H -3.0046 -0.7414 -0.0284
H -2.7039 1.0085 -0.1660
H -2.3456 -0.0537 -1.5324

---

(7)
58
Properties=species:S:1:pos:R:3 method="wB97M-V/def2-TZVPD" orbital_gap_ev=9.04 smiles="Cn1c(=O)c2cc(S(=O)(=O)N[C@H](C(=O)NCc3cccnc3)c3ccccc3)ccc2n(C)c1=O" homo_energy_ev=-9.088 lumo_energy_ev=-0.050
C 2.6138 0.4595 4.2607
N 2.8038 -0.1804 2.9695
C 2.3667 0.4759 1.8357
O 1.8110 1.5544 1.9032
C 2.6088 -0.2398 0.5847
C 2.2009 0.3374 -0.6163
C 2.3665 -0.3525 -1.7903
S 1.7008 0.2984 -3.3186
O 2.3961 -0.3112 -4.4102
O 1.6304 1.7264 -3.2332
N 0.1310 -0.2542 -3.3797
C -0.8104 0.3884 -2.4927
C -0.8407 -0.3003 -1.1211
O -0.2264 -1.3263 -0.8952
N -1.6079 0.3277 -0.2169
C -1.8262 -0.1920 1.1230
C -2.2259 0.9174 2.0505
C -1.3209 1.9046 2.4296
C -1.7511 2.9202 3.2671
C -3.0721 2.9135 3.6907
N -3.9400 1.9826 3.3341
C -3.5258 1.0156 2.5364
C -2.1967 0.3837 -3.0970
C -2.9178 -0.8027 -3.1647
C -4.1828 -0.8197 -3.7243
C -4.7382 0.3481 -4.2203
C -4.0237 1.5320 -4.1568
C -2.7574 1.5506 -3.5973
C 2.9552 -1.6069 -1.7988
C 3.3850 -2.1818 -0.6228
C 3.2055 -1.5104 0.5938
N 3.5953 -2.0603 1.7924
C 4.2178 -3.3689 1.8350
C 3.4128 -1.4213 3.0029
O 3.7624 -1.9155 4.0509
H 3.5630 0.4913 4.7933
H 2.2401 1.4644 4.0810
H 1.8982 -0.1077 4.8558
H 1.7562 1.3202 -0.6083
H 0.0865 -1.2626 -3.3530
H -0.4499 1.4166 -2.3839
H -2.1438 1.1355 -0.4941
H -2.6047 -0.9650 1.0997
H -0.8887 -0.6588 1.4413
H -0.2987 1.8751 2.0819
H -1.0739 3.6981 3.5826
H -3.4580 3.6844 4.3445
H -4.2725 0.2760 2.2739
H -2.4847 -1.7128 -2.7754
H -4.7360 -1.7457 -3.7739
H -5.7253 0.3342 -4.6574
H -4.4515 2.4437 -4.5462
H -2.1953 2.4720 -3.5565
H 3.0725 -2.1114 -2.7449
H 3.8430 -3.1558 -0.6490
H 4.4364 -3.5898 2.8786
H 3.5401 -4.1264 1.4408
H 5.1473 -3.3679 1.2652

---

(8)
233
Properties=species:S:1:pos:R:3 method="wB97M-V/def2-TZVPD" spin_multiplicity=2 orbital_gap_ev=1.97 charge=+8 s_squared=0.7524 homo_energy_ev=-16.627 lumo_energy_ev=-14.653
C 8.5067 4.5464 19.5922
N 9.8480 5.1879 19.7882
C 10.4042 5.3148 21.0406
C 11.7200 5.7446 21.2228
C 12.4473 6.0906 20.0767
C 11.8292 6.1483 18.8712
C 10.4890 5.7350 18.7077
C 13.8149 6.5236 20.3059
C 13.9621 7.9306 20.6121
C 15.2797 8.3836 20.8459
N 16.3371 7.5565 20.7860
C 16.1617 6.1994 20.4315
C 14.8625 5.6767 20.1598
C 17.6554 8.0564 21.1816
H 8.6558 3.8493 18.7676
H 7.8049 5.3196 19.2795
H 8.1459 4.1040 20.5207
H 9.8934 4.8954 21.8947
H 12.3025 5.9263 22.1140
H 12.3992 6.5415 18.0424
H 9.9806 5.7092 17.7552
H 13.1121 8.5960 20.5798
H 15.4986 9.4241 21.0351
H 17.0848 5.6433 20.5020
H 14.7262 4.6399 19.8898
H 18.3844 7.6950 20.4564
H 17.7898 7.6746 22.1937
H 17.7218 9.1435 21.2254
C 5.3716 0.9196 13.3500
N 5.2323 1.8451 14.4558
C 4.0059 2.1224 14.9237
C 3.8862 2.7442 16.1884
C 5.0543 3.0832 16.8445
C 6.3278 2.9822 16.2497
C 6.3717 2.2605 15.0788
C 4.9201 3.9468 18.0770
C 4.1133 3.5532 19.1299
C 4.1609 4.2692 20.3366
N 4.8732 5.3688 20.5372
C 5.3295 5.9626 19.4437
C 5.4433 5.2290 18.1969
C 4.7573 6.1280 21.7395
H 4.8000 -0.0002 13.4734
H 6.4179 0.7256 13.1138
H 5.1242 1.4150 12.4112
H 3.1531 1.7917 14.3495
H 2.8693 2.9006 16.5166
H 7.2627 3.3440 16.6515
H 7.2855 2.0564 14.5405
H 3.5806 2.6314 18.9491
H 3.6198 3.8179 21.1552
H 5.7839 6.9349 19.5642
H 5.8997 5.6637 17.3198
H 5.3930 6.9984 21.5778
H 5.0930 5.4948 22.5608
H 3.7260 6.4350 21.9136
C 7.7363 6.6844 23.7724
N 8.1535 6.2583 25.0494
C 9.2144 6.9438 25.6863
C 9.7828 6.5025 26.9304
C 9.2179 5.4709 27.5597
C 8.1823 4.7929 26.9222
C 7.6407 5.1838 25.6647
C 9.7820 4.8836 28.8045
C 9.0762 4.3108 29.8825
C 9.7040 3.7470 30.9942
N 11.0497 3.5128 30.8554
C 11.7653 4.0777 29.8873
C 11.2052 4.7313 28.7750
C 11.9337 2.9674 31.9776
H 6.6664 6.4796 23.7349
H 8.2500 6.0919 23.0153
H 7.9073 7.7482 23.6080
H 9.5260 7.8865 25.2612
H 10.6546 7.0384 27.2755
H 7.6352 3.9674 27.3531
H 6.9620 4.5886 25.0717
H 8.0017 4.4166 29.8569
H 9.2962 3.2850 31.8811
H 12.8150 3.8239 29.8757
H 11.8104 4.9554 27.9090
H 12.8537 3.5108 32.1930
H 12.3347 2.0155 31.6293
H 11.3839 2.9905 32.9185
C 6.2415 -3.6359 19.0170
N 7.2904 -2.6868 19.4727
C 7.8273 -1.8590 18.4831
C 8.8294 -1.0630 19.0114
C 9.1861 -0.9335 20.3789
C 8.4261 -1.5999 21.3093
C 7.3866 -2.4642 20.8125
C 10.3072 -0.0754 20.7652
C 10.2261 0.6453 21.9588
C 11.4006 1.3207 22.3910
N 12.4636 1.4758 21.5894
C 12.5154 0.9282 20.3256
C 11.4454 0.1096 19.9232
C 13.5704 2.3688 22.0467
H 5.3713 -2.9890 18.9059
H 6.0540 -4.3296 19.8366
H 6.6552 -4.2096 18.1877
H 7.5200 -1.9183 17.4494
H 9.4549 -0.5214 18.3173
H 8.4751 -1.5133 22.3847
H 6.7592 -3.1031 21.4163
H 9.3003 0.6410 22.5149
H 11.4794 1.7031 23.3980
H 13.3027 1.2133 19.6435
H 11.4873 -0.3160 18.9315
H 14.4808 2.0239 21.5565
H 13.6117 2.2176 23.1254
H 13.2899 3.3604 21.6915
C 5.2903 17.9128 18.0785
N 5.8406 16.5502 18.1018
C 6.9941 16.4078 18.7753
C 7.5610 15.1496 18.8393
C 6.9833 14.0463 18.2129
C 5.7236 14.1816 17.5963
C 5.1680 15.4658 17.6185
C 7.7497 12.7662 18.2273
C 7.1364 11.5516 18.1497
C 7.9190 10.4035 17.8882
N 9.3026 10.5415 17.7866
C 9.8699 11.7368 17.9366
C 9.1402 12.9032 18.0245
C 10.2240 9.3464 17.8316
H 6.0634 18.6008 18.4206
H 4.4547 17.9595 18.7768
H 4.9979 18.2142 17.0726
H 7.5050 17.2585 19.2015
H 8.4578 15.0572 19.4340
H 5.2941 13.2796 17.1863
H 4.1866 15.6620 17.2126
H 6.0633 11.4369 18.1917
H 7.5414 9.3918 17.8694
H 10.9481 11.7672 17.8833
H 9.6889 13.8285 18.1205
H 10.5633 9.3731 18.8671
H 11.0461 9.6231 17.1715
H 9.7614 8.3937 17.5738
C 25.1503 3.4334 15.4930
N 24.6363 4.3594 16.5825
C 25.1694 5.5344 16.8763
C 24.6094 6.4481 17.7723
C 23.3512 6.0919 18.3748
C 22.6722 4.9490 17.9579
C 23.3652 4.0770 17.0362
C 22.6145 6.9226 19.3621
C 22.4278 8.2592 19.0422
C 21.9820 9.1294 20.0120
N 21.3753 8.5887 21.1252
C 21.5294 7.2890 21.4639
C 22.2784 6.4606 20.6083
C 20.6688 9.5002 22.0059
H 26.2400 3.4400 15.5179
H 24.9224 3.8488 14.5114
H 24.6172 2.4837 15.5384
H 26.1574 5.6693 16.4613
H 25.0553 7.4105 17.9756
H 21.7064 4.8140 18.4220
H 22.9294 3.1531 16.6855
H 22.7320 8.7049 18.1067
H 22.0306 10.1848 19.7881
H 21.1696 6.9575 22.4267
H 22.3066 5.3834 20.6798
H 20.2775 8.9279 22.8470
H 19.9278 10.1000 21.4775
H 21.4507 10.1392 22.4164
C 15.4268 9.3063 17.5258
N 15.1670 10.2888 16.4659
C 14.9540 11.5390 16.9078
C 14.7152 12.4872 15.8985
C 14.7749 12.2865 14.5635
C 15.1440 10.9727 14.1488
C 15.1058 9.9730 15.1007
C 14.5417 13.3649 13.5484
C 15.1390 14.5820 13.5996
C 14.7452 15.6324 12.7466
N 13.7188 15.4283 11.8800
C 13.1487 14.2404 11.7455
C 13.4834 13.2019 12.6266
C 13.3241 16.5355 10.9348
H 15.8065 8.3856 17.0828
H 14.5928 9.1575 18.2116
H 16.3082 9.7050 18.0278
H 14.9558 11.7000 17.9757
H 14.4506 13.4369 16.3394
H 15.2467 10.6696 13.1173
H 15.0850 8.9097 14.9132
H 15.9867 14.6930 14.2595
H 15.1823 16.6194 12.7138
H 12.3366 14.1645 11.0375
H 12.9686 12.2608 12.5019
H 12.2854 16.5512 10.6047
H 13.9231 16.4033 10.0338
H 13.5678 17.5681 11.1846
C 15.1302 6.7706 23.9265
N 15.3343 6.2384 25.2871
C 14.4281 6.4721 26.2646
C 14.5454 5.9329 27.5204
C 15.5871 5.0752 27.8260
C 16.4300 4.6438 26.8038
C 16.3821 5.3648 25.5648
C 15.9354 4.5210 29.1987
C 15.8147 3.1621 29.4226
C 15.9985 2.6621 30.6824
N 16.3561 3.4953 31.7136
C 16.5407 4.8116 31.4978
C 16.3625 5.3860 30.2387
C 16.7414 2.8620 32.9633
H 16.0261 7.3094 23.6182
H 14.2047 7.3462 23.9142
H 15.0992 5.8853 23.2915
H 13.4629 6.9041 26.0452
H 13.7511 6.0319 28.2455
H 17.1852 3.8826 26.9327
H 17.1122 5.2823 24.7733
H 15.4042 2.4509 28.7211
H 15.8800 1.6299 30.9772
H 16.8312 5.4911 32.2854
H 16.4204 6.4339 29.9837
H 16.7533 1.7839 33.1236
H 15.8964 3.1604 33.5839
H 17.5615 3.4819 33.3255
Cl 6.7491 3.1112 22.8075
Cl 17.5199 11.7055 20.2951
Cl 7.9250 6.9020 16.1332
Cl 18.9786 6.1739 18.2996
Cl 17.2969 3.2496 22.2975
Cl 14.5547 5.8745 16.1230
Cl 9.7445 1.8916 16.9515
Cl 18.4409 8.3963 24.9154
Cl 13.2248 11.3044 20.2474